Record 1
ORCA calculation (ωB97M-V/def2-TZVPD) on a cluster of 4 separate species, C29H39BF24NO8 in total.

Each line ends with the Löwdin spin population.
Geometry (Å):
C 2.30442 0.44472 2.80680  0.00
C 1.89622 0.44656 1.33200  0.02
C 2.83156 1.43089 0.60082  0.01
C 0.42793 0.93072 1.20641  0.02
C -0.58809 0.11421 0.33020  0.00
C -1.39065 1.11501 -0.54751  0.00
C -0.62234 1.74430 -1.72605  0.00
C -0.24595 3.21773 -1.53332  0.00
C 0.78139 3.64365 -2.56755  0.00
O 1.25317 4.98083 -2.29969  0.00
C 2.24352 5.08787 -1.39939  0.00
O 3.17184 4.33395 -1.30597  0.00
B -1.59876 -0.55603 1.35215  0.00
O -1.24391 -1.68673 2.02724  0.00
O -2.89212 -0.05630 1.59374  0.00
C 0.00546 -1.02264 -0.56370  0.02
C 1.52620 -1.30960 -0.50790  0.02
C 1.76345 -2.81053 -0.69859  0.00
C 2.27315 -0.61636 -1.65616  0.00
N 2.06407 -0.94258 0.82722  0.37
O 1.92672 -1.85386 1.71273  0.53
H 2.35434 1.47974 3.15295  0.00
H 1.57553 -0.08156 3.42012  0.00
H 3.28092 -0.01895 2.94376  0.00
H 3.79607 0.97731 0.37181  0.00
H 2.39647 1.82928 -0.31275  0.00
H 3.00586 2.29091 1.25018  0.00
H 0.02410 1.00653 2.22308  0.00
H 0.45920 1.95371 0.83273  0.00
H -1.75440 1.92459 0.09494  0.00
H -2.27035 0.59313 -0.93020  0.00
H -1.25251 1.69191 -2.61915  0.00
H 0.27605 1.17197 -1.96672  0.00
H -1.13286 3.84812 -1.63300  0.00
H 0.18059 3.39496 -0.54185  0.00
H 1.63284 2.95994 -2.58710  0.00
H 0.35313 3.67864 -3.56879  0.00
H 2.12064 5.96336 -0.74933  0.00
H -1.93010 -1.92836 2.66038  0.00
H -2.86906 0.78095 2.06636  0.00
H -0.26586 -0.84442 -1.60684  0.00
H -0.48565 -1.95803 -0.28911  0.00
H 1.08220 -3.40698 -0.09555  0.00
H 2.78692 -3.07263 -0.43068  0.00
H 1.60041 -3.06418 -1.74858  0.00
H 1.80210 -0.92802 -2.59149  0.00
H 2.23916 0.46469 -1.62768  0.00
H 3.31348 -0.94477 -1.69087  0.00
C -6.90750 -0.94192 4.39909  0.00
C -8.07582 -0.33793 3.61203  0.00
C -9.17907 -1.28811 3.13484  0.00
F -8.68632 -2.18871 2.26082  0.00
F -10.13042 -0.56317 2.50839  0.00
F -7.61851 0.39538 2.58043  0.00
F -8.70328 0.50893 4.48609  0.00
O -5.72137 -1.17689 3.67096  0.00
C -5.47282 -2.36596 3.06259  0.00
C -5.26644 -2.20316 1.55393  0.00
F -6.36653 -1.68283 0.97493  0.00
F -5.04537 -3.42861 1.01614  0.00
F -6.39639 -3.29681 3.34918  0.00
F -4.27985 -2.83001 3.54692  0.00
H -6.63529 -0.16827 5.11549  0.00
H -7.22298 -1.81511 4.97038  0.00
H -9.63099 -1.80966 3.98245  0.00
H -4.41141 -1.55602 1.36657  0.00
C 5.39725 5.61030 -3.25513  0.00
C 4.95470 7.03022 -3.62128  0.00
C 4.56348 7.30860 -5.07595  0.00
F 5.61807 7.13513 -5.89699  0.00
F 4.15580 8.59348 -5.17669  0.00
F 5.86214 7.93392 -3.20784  0.00
F 3.79907 7.24736 -2.91041  0.00
O 6.78934 5.38802 -3.15417  0.00
C 7.53967 4.99531 -4.21823  0.00
C 8.65333 6.00623 -4.52735  0.00
F 8.12515 7.21220 -4.81203  0.00
F 9.34480 5.57587 -5.60557  0.00
F 6.79609 4.73603 -5.30752  0.00
F 8.16578 3.84023 -3.87760  0.00
H 5.02996 5.45979 -2.24273  0.00
H 4.90407 4.86570 -3.88027  0.00
H 3.74553 6.65296 -5.38556  0.00
H 9.32483 6.09262 -3.67165  0.00
C -2.73820 -6.53793 1.97462  0.00
C -1.79394 -6.94274 3.11291  0.00
C -0.60607 -6.02300 3.42281  0.00
F 0.24174 -5.96795 2.37939  0.00
F 0.06087 -6.52973 4.48397  0.00
F -1.36061 -8.20594 2.94063  0.00
F -2.56106 -6.91381 4.24723  0.00
O -2.53959 -7.16301 0.72156  0.00
C -1.68830 -6.63978 -0.20653  0.00
C -0.57490 -7.63254 -0.57041  0.00
F 0.13930 -7.96157 0.52101  0.00
F 0.25173 -7.04588 -1.46503  0.00
F -1.18508 -5.45562 0.17542  0.00
F -2.39294 -6.43113 -1.34556  0.00
H -3.71998 -6.88168 2.29569  0.00
H -2.79735 -5.45303 1.87734  0.00
H -0.95031 -5.01516 3.66912  0.00
H -1.01051 -8.53223 -1.00851  0.00

As for the expectation value of S²: 0.754. The value obtained for the HOMO energy (alpha / beta) is -8.06 / -9.36 eV. The net charge is 0. As for the spin multiplicity: 2. For the largest force on an atom, the calculation gives 0.0135 Eh/bohr.

---

Record 2
ORCA calculation (ωB97M-V/def2-TZVPD) on a structure of composition C29H39Cl2N2O8SSbTl in a non-equilibrium geometry.

Each line ends with the Löwdin charge.
Geometry (Å):
Tl -0.57716 0.19866 0.29467  0.86
O 1.24889 -0.17807 -4.07935  0.02
C 0.65212 -0.29642 -3.01396  -0.61
O 0.73116 0.48832 -2.00178  -0.25
C -0.29432 -1.49165 -2.86141  -0.20
C -0.77836 -2.14164 -3.98727  -0.01
C -1.65645 -3.20034 -3.82314  -0.06
C -2.00497 -3.58750 -2.53854  -0.06
C -1.45583 -2.89645 -1.47178  -0.15
N -0.62847 -1.86587 -1.62593  0.07
H -0.45532 -1.80001 -4.96053  0.12
H -2.06085 -3.72072 -4.68237  0.10
H -2.69887 -4.39620 -2.35857  0.11
H -1.68221 -3.17360 -0.44749  0.12
Cl -0.68914 2.09679 3.18482  0.50
C -1.72976 0.70135 3.51181  -1.01
Cl -0.75760 -0.77494 3.66567  0.48
H -2.40381 0.57160 2.66812  0.00
H -2.25543 0.87436 4.44238  0.03
C 1.20321 -3.98064 4.23671  -0.22
C 1.69543 -4.28520 2.82415  -0.45
Sb 1.68492 -2.50147 1.52186  1.37
C 3.15652 -1.44434 2.75043  -0.43
C 4.47970 -2.16406 2.97105  -0.20
C 3.05243 -3.48265 0.13735  -0.44
C 2.33563 -4.58275 -0.64074  -0.20
H 1.26991 -4.85691 4.88756  0.06
H 0.16116 -3.65441 4.21855  0.04
H 1.79344 -3.18214 4.69196  0.05
H 1.04627 -5.02978 2.35785  0.03
H 2.70548 -4.70147 2.84819  0.04
H 2.66411 -1.23502 3.70299  0.03
H 3.31970 -0.49023 2.24919  0.02
H 4.33715 -3.10014 3.51443  0.05
H 5.17218 -1.54236 3.54674  0.06
H 4.96096 -2.39180 2.01875  0.05
H 3.89793 -3.90586 0.68283  0.04
H 3.42262 -2.71530 -0.54207  0.03
H 1.91787 -5.33260 0.03530  0.05
H 3.01977 -5.09522 -1.32211  0.06
H 1.51361 -4.17882 -1.23499  0.05
C 2.83642 8.58151 -2.28500  -0.06
C 2.47400 7.17328 -1.89407  -0.28
C 3.28651 6.09759 -2.23532  -0.04
C 2.94861 4.80964 -1.84519  -0.08
C 1.79463 4.59453 -1.11100  -0.38
C 0.97445 5.65214 -0.76015  -0.06
C 1.31844 6.93528 -1.15245  -0.04
S 1.35967 2.89908 -0.64078  0.90
C 2.29201 3.02160 0.93955  -0.21
O -0.06494 2.97297 -0.21809  -0.61
H 3.71006 8.60162 -2.93512  0.07
H 3.06284 9.17554 -1.39721  0.08
H 2.00641 9.06445 -2.80240  0.08
H 4.18661 6.26784 -2.81394  0.11
H 3.57794 3.96849 -2.11557  0.11
H 0.07529 5.44934 -0.19058  0.11
H 0.68298 7.77029 -0.87958  0.11
H 1.76250 3.72586 1.57952  0.05
H 3.30751 3.36391 0.74725  0.05
H 2.30335 2.02523 1.38028  0.03
O -4.19609 -2.20712 -0.50089  -0.01
C -3.65019 -1.11632 -0.69202  -0.67
O -3.07693 -0.37632 0.16149  -0.19
C -3.66817 -0.58802 -2.14212  -0.11
C -2.85391 0.46335 -2.55219  -0.01
C -2.91591 0.94126 -3.84823  0.02
C -3.81582 0.36894 -4.73793  -0.16
C -4.62436 -0.69515 -4.35406  0.00
C -4.53685 -1.17046 -3.06034  -0.01
N -3.93963 0.91408 -6.07788  -0.36
O -4.65789 0.32861 -6.87492  0.05
O -3.32978 1.93402 -6.34889  0.06
H -2.17328 0.92161 -1.84930  0.08
H -2.27971 1.74852 -4.18096  0.12
H -5.31358 -1.12121 -5.06838  0.11
H -5.14642 -2.00029 -2.72893  0.12
C 3.97934 -0.02956 -0.75204  -0.15
O 2.71267 -0.24787 -0.16141  -0.28
H 4.05139 -0.50194 -1.73623  0.09
H 4.73807 -0.45891 -0.09431  0.08
H 4.18260 1.04191 -0.87396  0.07
H 2.04458 -0.00175 -0.84906  0.01

The value obtained for the HOMO energy is -5.54 eV. The energy above the lowest of the compared OMol25 structures with the same formula, charge and spin comes out at 49.2 kJ/mol. The net charge is -1. As for the spin multiplicity: 1. For the largest force on an atom, the calculation gives 0.0295 Eh/bohr.

---

The highest net charge belongs to which entry?
C29H39BF24NO8